The following is a DFT calculation (the ωB97M-V functional and the def2-TZVPD basis) of an isolated molecule of C4H7NO2.

HOMO (eV): -10.01
LUMO level (eV): 0.597
M (g/mol): 101.10
2S+1: 1
E_tot (eV): -9846.70989
SMILES string: C[C@@H](C=O)C(N)=O

Last column: Mulliken charge in e.
Geometry (Å):
C  -1.262  1.178  -0.174  -1.4403
C  0.038  0.388  -0.149  0.6030
C  0.858  0.722  1.098  -0.1263
O  0.638  1.674  1.802  -0.4739
C  -0.123  -1.129  -0.209  0.2108
N  1.051  -1.782  -0.537  -0.4104
O  -1.133  -1.707  0.132  -0.5714
H  -1.847  0.988  0.729  0.2936
H  -1.039  2.248  -0.207  0.3944
H  -1.875  0.913  -1.040  0.3767
H  0.689  0.677  -0.986  0.2754
H  1.695  0.025  1.310  0.3869
H  1.579  -1.448  -1.328  0.2294
H  1.007  -2.787  -0.463  0.2522


The following is a DFT calculation (the ωB97M-V functional and the def2-TZVPD basis) of an isolated molecule of C4H7NO2 at a distorted geometry.

HOMO (eV): -9.75
LUMO level (eV): 0.750
M (g/mol): 101.10
2S+1: 1
E_tot (eV): -9844.75597
SMILES string: NC(=O)C[C@H]1CO1

Last column: Mulliken charge in e.
Geometry (Å):
N  -2.135  -0.678  1.066  -0.4122
C  -0.845  -0.477  0.702  0.5997
O  -0.036  -1.394  0.783  -0.5974
C  -0.215  0.830  0.255  -0.7730
C  1.193  0.348  -0.047  0.1241
C  1.521  -0.107  -1.410  -0.3524
O  1.765  1.245  -1.345  -0.4945
H  -2.346  -1.618  1.377  0.2434
H  -2.891  -0.030  0.930  0.1917
H  -0.282  1.592  1.052  0.3174
H  -0.560  1.285  -0.673  0.3341
H  1.760  0.163  0.892  0.3443
H  0.667  -0.429  -2.015  0.2033
H  2.406  -0.730  -1.566  0.2713


The following is a DFT calculation (the ωB97M-V functional and the def2-TZVPD basis) of a cluster of 2 separate species, C4H7NO2 in total.

HOMO (eV): -10.21
LUMO level (eV): 0.866
M (g/mol): 101.10
2S+1: 1
E_tot (eV): -9845.34738
SMILES string: C[C@H]1CO1.N=C=O

Last column: Mulliken charge in e.
Geometry (Å):
C  -1.304  -0.859  0.326  -1.1444
C  -0.973  -0.183  -0.978  0.2054
C  -0.383  1.156  -1.031  -0.3196
O  0.408  -0.002  -1.270  -0.4088
H  -0.745  -0.399  1.147  0.2694
H  -1.048  -1.923  0.282  0.2570
H  -2.375  -0.774  0.540  0.3408
H  -1.550  -0.514  -1.844  0.3535
H  -0.161  1.675  -0.098  0.1622
H  -0.548  1.793  -1.899  0.2504
N  1.785  0.690  1.362  -0.5370
C  2.154  -0.387  0.913  0.7418
O  2.437  -1.423  0.454  -0.4138
H  2.302  1.149  2.095  0.2430


The following is a DFT calculation (the ωB97M-V functional and the def2-TZVPD basis) of a cluster of 2 separate species, C4H7NO2 in total at a distorted geometry.

HOMO (eV): -10.51
LUMO level (eV): 0.573
M (g/mol): 101.10
2S+1: 1
E_tot (eV): -9844.40857

Last column: Mulliken charge in e.
Geometry (Å):
C  -1.627  -0.930  -0.075  -1.3131
C  -0.249  -0.295  -0.282  0.4802
C  -0.010  1.060  0.312  -0.5673
N  1.442  1.117  0.108  -0.4156
C  1.870  -0.205  0.442  0.5245
O  2.944  -0.615  0.749  -0.4885
O  0.782  -1.072  0.225  -0.3200
H  -1.951  -0.752  0.965  0.3029
H  -1.675  -2.013  -0.232  0.3483
H  -2.358  -0.434  -0.716  0.3495
H  0.323  0.229  -1.547  0.0662
H  -0.329  1.155  1.355  0.3493
H  -0.498  1.801  -0.316  0.3730
H  1.337  0.953  -0.989  0.3108


The following is a DFT calculation (the ωB97M-V functional and the def2-TZVPD basis) of an isolated molecule of C4H7NO2.

HOMO (eV): -9.84
LUMO level (eV): 0.783
M (g/mol): 101.10
2S+1: 1
E_tot (eV): -9844.35572
SMILES string: C=N[C@H]1OC[C@@H]1O

Last column: Mulliken charge in e.
Geometry (Å):
C  0.659  0.896  -1.942  -0.3515
N  -0.436  1.054  -1.328  -0.4710
C  -0.422  0.756  0.086  0.1666
O  -1.653  0.173  0.502  -0.4280
C  -1.034  -1.104  0.711  -0.4811
C  0.369  -0.513  0.532  -0.1508
O  1.230  -0.429  1.633  -0.5544
H  0.711  1.095  -3.011  0.2812
H  1.579  0.551  -1.453  0.3051
H  -0.241  1.698  0.626  0.3849
H  -1.308  -1.804  -0.088  0.2268
H  -1.261  -1.537  1.689  0.2866
H  0.952  -1.004  -0.250  0.4533
H  0.855  0.167  2.292  0.3322


The following is a DFT calculation (the ωB97M-V functional and the def2-TZVPD basis) of a cluster of 2 separate species, C4H7NO2 in total.

HOMO (eV): -7.44
LUMO level (eV): 0.727
M (g/mol): 101.10
2S+1: 1
E_tot (eV): -9841.70027

Last column: Mulliken charge in e.
Geometry (Å):
N  1.824  0.770  1.214  -0.3874
C  0.724  0.076  0.858  0.7928
O  -0.405  0.681  0.927  -0.6014
C  0.737  -1.232  0.330  -0.9566
C  -1.131  -0.369  -0.521  0.0679
C  -1.651  0.714  -1.345  -0.2926
O  -0.827  -0.377  -1.838  -0.3699
H  1.754  1.766  1.356  0.2265
H  2.726  0.329  1.267  0.2094
H  0.118  -1.945  0.867  0.2092
H  1.675  -1.646  -0.039  0.3022
H  -1.717  -1.153  -0.061  0.3522
H  -1.151  1.677  -1.301  0.1995
H  -2.676  0.709  -1.714  0.2482


> Number 5 is which compound?

C4H7NO2


> Which formula does entry 5 have?

C4H7NO2


> Which of these has the lowest LUMO level?

number 4


> Look up the 2S+1 of the fourth one.

1